1.
Formula: C10H28IN2O4
Source: the Open Molecules 2025 dataset
Level of theory: wB97M-V/def2-TZVPD

The energy relative to the best compared isomer or geometry (same formula, charge and spin) is 188.3 kJ/mol. The calculation puts the LUMO energy at 2.5 eV. The value obtained for the total energy is -1105.9694 hartree. For the largest force on an atom, the calculation gives 2.04 eV/Å.

```
! wB97M-V def2-TZVPD RIJCOSX def2/J DEFGRID3
* xyz -1 1
I -2.6688 -2.6622 -2.9812
C -3.9244 0.6703 3.4865
C -2.4030 0.5032 3.2917
C -1.5926 0.9845 4.4671
O -0.2000 1.0820 4.0109
C 0.8005 1.2053 5.0026
N -2.1053 -0.8528 2.8473
H -4.4016 0.0832 2.7019
H -4.2768 1.6888 3.3233
H -4.1990 0.2191 4.4400
H -2.1760 1.1142 2.4180
H -1.6670 0.2924 5.3058
H -1.8493 2.0216 4.6828
H 0.7386 0.4122 5.7478
H 0.6708 2.1969 5.4361
H 1.8327 1.2093 4.6524
H -2.5374 -0.8564 1.9344
H -1.1323 -0.8392 2.5768
C 3.5272 -0.8986 -0.6873
C 4.2518 -1.8812 -1.6330
C 5.2860 -2.7433 -0.8608
O 6.4062 -2.0715 -0.2849
C 7.1085 -1.2215 -1.2239
N 3.3017 -2.8029 -2.2136
H 4.1044 0.0170 -0.5579
H 3.3795 -1.2929 0.3180
H 2.5474 -0.6260 -1.0795
H 4.7891 -1.2901 -2.3746
H 5.5609 -3.5140 -1.5809
H 4.8196 -3.3910 -0.1184
H 8.1448 -1.0276 -0.9474
H 6.6848 -0.2406 -1.4391
H 7.1658 -1.6297 -2.2330
H 2.3793 -2.6395 -1.8359
H 3.2782 -2.6735 -3.2150
C -5.4425 2.2781 -4.9321
C -5.1775 2.8055 -3.5224
O -3.9732 2.2287 -2.9407
O -5.8603 0.8923 -5.0525
H -4.5244 2.3450 -5.5157
H -6.2597 2.7828 -5.4475
H -6.0376 2.6337 -2.8752
H -5.0646 3.8885 -3.5725
H -4.0268 1.2710 -2.9804
H -5.2775 0.3292 -4.5377
*
```

2.
Formula: C10H28N8O14Zn2
Source: the Open Molecules 2025 dataset
Level of theory: wB97M-V/def2-TZVPD

The energy relative to the best compared isomer or geometry (same formula, charge and spin) is 0.0 kJ/mol. The calculation puts the LUMO energy at -1.1 eV. The value obtained for the total energy is -5447.7814 hartree. For the largest force on an atom, the calculation gives 13.95 eV/Å.

```
! wB97M-V def2-TZVPD RIJCOSX def2/J DEFGRID3
* xyz 0 1
Zn -1.6969 2.9896 0.0280
Zn 0.8089 1.6764 -1.4913
C -0.2762 3.9935 -1.9355
O 0.0895 3.2146 -2.7646
O -1.4379 4.1093 -1.6739
O 0.1735 3.5642 -0.8325
C -0.6102 0.6098 0.4396
O -0.8626 1.5479 1.1815
O 0.5389 0.3376 0.0770
O -1.0438 1.0034 -0.6538
C 0.3335 -0.0578 -3.9969
O 0.9440 0.5356 -3.1801
N -0.8863 0.2952 -4.2149
N 0.6677 -0.9831 -4.8193
H -1.4284 -0.2391 -4.8787
H -1.1866 1.0033 -3.5602
H 0.0108 -1.6069 -5.2661
H 1.5826 -1.3605 -4.6182
C 3.8094 0.1142 2.7397
O 4.8231 0.1496 3.4206
N 2.5857 0.3387 3.1708
N 3.7518 -0.1793 1.4998
H 1.7294 0.4651 2.6502
H 2.4525 0.4539 4.1654
H 2.8310 0.0292 1.1410
H 4.5824 -0.4054 0.9715
C 3.2091 -2.2335 -2.1346
O 2.6148 -3.2934 -1.9960
N 4.2108 -2.0207 -2.9990
N 2.9401 -1.1632 -1.4726
H 4.6820 -1.1285 -2.9538
H 4.6254 -2.7888 -3.5072
H 2.2214 -1.2731 -0.7715
H 3.4141 -0.2771 -1.5738
C -4.1526 1.3749 0.3373
O -3.6367 2.4432 0.1047
N -4.9973 1.0821 1.3509
N -3.9308 0.2969 -0.3744
H -5.0669 0.1116 1.6215
H -5.5337 1.7634 1.8688
H -2.9623 0.2462 -0.6563
H -4.6239 -0.4377 -0.3630
C -0.8534 1.7413 4.8225
C -0.1031 2.2147 6.1256
O 1.3324 2.4362 5.8879
O -0.5426 2.6228 3.7302
H -1.9017 1.4732 4.9546
H -0.3536 0.8159 4.5365
H -0.1648 1.5272 6.9692
H -0.3593 3.2131 6.4802
H 1.4241 3.1328 5.2337
H -0.8362 2.2503 2.8955
C -1.7213 -4.2905 -1.7755
C -0.9974 -2.9567 -1.5663
O -1.8922 -1.9253 -1.7258
O -0.9187 -5.4532 -1.7028
H -2.1188 -4.1736 -2.7837
H -2.5829 -4.4395 -1.1246
H -0.0198 -2.8510 -2.0367
H -0.7706 -2.8403 -0.5066
H -1.3908 -1.1115 -1.6361
H -0.5284 -5.6869 -0.8574
*
```

3.
Formula: C10H28O2PS2
Source: the Open Molecules 2025 dataset
Level of theory: wB97M-V/def2-TZVPD

The calculation puts the LUMO energy at -2.9 eV. The value obtained for the total energy is -1685.6746 hartree. For the largest force on an atom, the calculation gives 0.40 eV/Å.

```
! wB97M-V def2-TZVPD RIJCOSX def2/J DEFGRID3
* xyz 1 1
C 1.7216 -2.3676 0.3919
C 0.5066 -1.8353 -0.3556
C 0.3200 -0.3200 -0.2032
C -1.1126 0.1783 -0.3858
C -2.0689 -0.0243 0.7848
C -2.7085 -1.4130 0.9130
P -3.6116 -1.8285 -0.5937
H 1.6764 -2.0737 1.4396
H 2.6547 -2.0138 -0.0350
H 1.7344 -3.4563 0.3532
H 0.6046 -2.0554 -1.4204
H -0.3838 -2.3690 -0.0128
H 0.7220 0.0317 0.7493
H 0.9240 0.1598 -0.9745
H -1.0761 1.2519 -0.5646
H -1.5150 -0.2548 -1.3088
H -1.5695 0.2140 1.7230
H -2.8933 0.6873 0.6951
H -1.9993 -2.2042 1.1378
H -3.4609 -1.4164 1.7028
H -4.9138 -2.2030 -0.2913
H -3.6796 -0.7358 -1.4545
H -3.0691 -2.9108 -1.2765
C 4.3265 -0.9737 4.0833
S 4.3563 -0.1287 2.4983
O 4.5813 -1.1689 1.4614
C 5.9265 0.7011 2.7534
H 3.4350 -1.5967 4.1080
H 5.2156 -1.5967 4.1748
H 4.2844 -0.2376 4.8858
H 6.6984 -0.0445 2.9407
H 5.8399 1.3911 3.5925
H 6.1563 1.2534 1.8451
C -1.8278 2.3876 -4.1495
S -3.0333 2.0598 -2.8620
O -4.2426 1.4892 -3.5093
C -3.3790 3.7755 -2.4685
H -1.5247 1.4316 -4.5711
H -2.2898 3.0022 -4.9211
H -0.9639 2.8922 -3.7173
H -3.7260 4.2841 -3.3672
H -2.4763 4.2469 -2.0805
H -4.1592 3.7909 -1.7106
*
```

4.
Formula: C10H29N5O15
Source: the Open Molecules 2025 dataset
Level of theory: wB97M-V/def2-TZVPD

As for the expectation value of S²: 0.753. The calculation puts the LUMO energy (alpha / beta) at 2.2 / 2.2 eV. The value obtained for the total energy is -1800.2583 hartree. For the largest force on an atom, the calculation gives 5.19 eV/Å.

```
! wB97M-V def2-TZVPD RIJCOSX def2/J DEFGRID3
* xyz -1 2
C 13.5993 18.2051 -21.7973
O 13.4852 18.0339 -23.1378
H 14.4977 18.7925 -21.6081
H 12.7488 18.7385 -21.3728
H 13.7099 17.2611 -21.2638
H 13.9783 18.6466 -23.6883
C 14.3989 20.8655 -24.0475
O 14.7664 19.7948 -24.8879
H 15.1871 20.8799 -23.2948
H 14.1869 21.6845 -24.7349
H 13.4455 20.5830 -23.6011
H 14.2378 19.8034 -25.6892
C 16.3990 16.8230 -23.9441
N 16.8162 17.3986 -22.6556
O 17.5414 18.4044 -22.7218
O 16.3791 16.9761 -21.5975
H 17.2435 16.4496 -24.5233
H 15.7934 17.6415 -24.3331
H 15.8113 15.9191 -23.7839
C 14.9628 14.2129 -20.6897
N 14.7071 13.4170 -19.4546
O 13.5140 13.0706 -19.1759
O 15.6736 13.2110 -18.6494
H 14.0216 14.7589 -20.7539
H 15.1697 13.4743 -21.4642
H 15.8937 14.7309 -20.4591
C 14.7620 18.4325 -18.0269
N 14.9524 17.1095 -17.2657
O 14.4462 16.1355 -17.7524
O 15.6406 17.0941 -16.2314
H 15.4934 19.1282 -17.6157
H 13.7264 18.7215 -17.8475
H 15.1196 18.2230 -19.0350
C 17.9502 21.1465 -21.6092
N 16.6252 21.4336 -20.9518
O 16.3154 20.5098 -20.2842
O 16.0476 22.5185 -21.0760
H 18.5136 22.0795 -21.5990
H 17.9157 20.7892 -22.6384
H 18.4268 20.4465 -20.9229
C 13.0271 21.3377 -19.7873
N 13.7344 22.5840 -19.2921
O 13.4972 23.6376 -19.8606
O 14.5195 22.3707 -18.3756
H 12.0848 21.7718 -20.1217
H 12.9929 20.5971 -18.9884
H 13.6974 21.0526 -20.5982
C 7.3531 20.9014 -21.0242
O 8.5920 20.7313 -21.6113
C 8.7316 19.8074 -22.5960
O 7.9065 19.0034 -22.9431
O 9.9497 19.8616 -23.1097
C 10.2889 18.8944 -24.0936
H 6.6978 20.0373 -21.1343
H 6.8709 21.8518 -21.2531
H 7.4846 20.9035 -19.9422
H 10.6199 19.3367 -25.0332
H 9.4901 18.1809 -24.2960
H 11.1483 18.4096 -23.6305
*
```